(1)
Computed, not measured: 3 unconnected molecules or ions with the total composition C5H17NO3, with ωB97M-V with the def2-TZVPD basis set.

Geometry as XYZ:
```
26
Properties=species:S:1:pos:R:3
C -2.018 0.345 -0.055
N -0.978 1.335 -0.476
C 0.179 1.607 0.375
C 1.180 0.478 0.530
C 2.621 0.921 0.586
O 0.787 -0.495 1.523
C -3.179 1.016 0.697
H -2.431 -0.011 -0.986
H -1.463 -0.326 0.569
H -1.488 2.114 -0.865
H 0.029 1.864 1.443
H 0.692 2.338 -0.270
H 1.045 -0.305 -0.247
H 2.746 1.907 1.061
H 2.944 1.066 -0.432
H 3.372 0.333 1.128
H 0.397 -0.143 2.336
H -4.019 0.462 0.302
H -3.278 0.803 1.770
H -3.155 2.080 0.477
H -0.504 -1.338 -0.891
H -1.267 -2.264 0.075
O -0.677 -2.253 -0.679
H 1.460 -1.836 -2.741
H 1.655 -2.432 -1.375
O 2.112 -2.323 -2.220
```

Results
LUMO ... 0.663 eV
Frontier orbital gap ... 9.69 eV
Energy above the lowest of the compared OMol25 structures with the same formula, charge and spin ... 1.970 eV
HOMO level ... -9.03 eV

(2)
Computed, not measured: 4 unconnected molecules or ions with the total composition C30H60Br2O10, with ωB97M-V with the def2-TZVPD basis set.

Geometry as XYZ:
```
102
Properties=species:S:1:pos:R:3
C 6.923 -3.278 3.934
O 6.743 -1.977 3.412
C 7.616 -1.652 2.342
C 7.540 -0.164 2.046
C 6.375 0.259 1.153
C 5.002 0.133 1.821
C 3.818 0.168 0.839
C 3.113 1.533 0.744
C 1.592 1.542 0.577
O 1.093 2.710 1.298
C -0.232 2.539 1.506
O -0.986 3.448 1.690
C -0.574 1.051 1.469
C -1.269 0.610 2.744
Br -2.947 -0.208 2.464
C -0.774 0.791 3.960
C 0.491 1.555 4.268
Br -1.683 0.177 5.495
C 0.753 0.363 1.094
C 0.567 -0.728 0.038
C -0.562 -1.719 0.352
C -0.176 -3.165 0.062
O -1.143 -4.090 0.509
C -1.181 -4.271 1.912
H 7.568 -3.891 3.297
H 5.950 -3.768 4.009
H 7.369 -3.225 4.932
H 7.331 -2.229 1.447
H 8.643 -1.936 2.605
H 7.495 0.370 3.001
H 8.477 0.121 1.559
H 6.531 1.299 0.850
H 6.395 -0.344 0.237
H 4.893 0.956 2.536
H 4.976 -0.785 2.412
H 4.187 -0.104 -0.155
H 3.106 -0.607 1.123
H 3.535 2.106 -0.084
H 3.321 2.113 1.648
H 1.306 1.713 -0.469
H -1.285 0.914 0.653
H 0.340 2.626 4.108
H 1.319 1.242 3.633
H 0.783 1.406 5.304
H 1.233 -0.066 1.978
H 0.373 -0.241 -0.924
H 1.506 -1.277 -0.083
H -1.446 -1.479 -0.244
H -0.859 -1.642 1.401
H 0.807 -3.392 0.506
H -0.091 -3.327 -1.016
H -0.813 -5.271 2.162
H -0.570 -3.535 2.443
H -2.210 -4.174 2.263
C -4.512 3.146 -3.641
O -3.518 3.849 -2.923
C -3.493 3.545 -1.537
C -2.392 2.570 -1.191
O -2.583 1.290 -1.780
C -1.796 1.090 -2.938
H -4.343 3.341 -4.699
H -4.457 2.070 -3.459
H -5.515 3.499 -3.375
H -4.458 3.137 -1.218
H -3.320 4.475 -0.990
H -2.378 2.443 -0.109
H -1.426 2.985 -1.505
H -0.733 0.995 -2.685
H -1.905 1.917 -3.644
H -2.131 0.167 -3.410
C -5.030 -2.950 2.167
O -5.852 -1.801 2.089
C -6.855 -1.877 1.092
C -8.209 -2.210 1.678
O -8.240 -3.508 2.246
C -8.118 -3.518 3.655
H -4.405 -2.834 3.052
H -5.620 -3.866 2.253
H -4.377 -3.023 1.289
H -6.586 -2.624 0.337
H -6.911 -0.902 0.599
H -8.959 -2.176 0.882
H -8.478 -1.459 2.429
H -9.017 -3.111 4.131
H -7.251 -2.943 3.989
H -7.999 -4.556 3.959
C 3.373 3.319 -6.403
O 2.961 2.055 -6.888
C 2.883 1.055 -5.889
C 1.459 0.815 -5.436
O 0.913 1.945 -4.779
C 0.047 2.717 -5.592
H 3.252 4.030 -7.218
H 2.770 3.641 -5.551
H 4.427 3.301 -6.105
H 3.502 1.328 -5.027
H 3.281 0.128 -6.312
H 1.449 -0.021 -4.729
H 0.842 0.538 -6.297
H -0.889 2.180 -5.784
H 0.507 2.976 -6.549
H -0.181 3.630 -5.045
```

Results
LUMO ... 0.455 eV
Frontier orbital gap ... 9.42 eV
HOMO level ... -8.96 eV

(3)
Computed, not measured: a molecular structure, C52H41BiF6N4O7P2S3, with ωB97M-V with the def2-TZVPD basis set.

Geometry as XYZ:
```
116
Properties=species:S:1:pos:R:3
Bi 0.305 0.687 -0.174
O -1.797 0.168 -0.941
C -3.008 0.593 -0.740
C -4.067 0.061 -1.507
C -5.367 0.428 -1.263
C -5.683 1.350 -0.252
C -4.667 1.905 0.478
C -3.320 1.552 0.250
C -2.330 2.233 1.014
N -1.044 2.069 1.030
N -0.393 2.966 1.873
C 0.898 2.897 1.791
O 1.560 2.064 1.046
C 1.696 3.817 2.642
C 1.115 4.511 3.700
C 1.891 5.338 4.494
C 3.248 5.481 4.233
C 3.829 4.790 3.180
C 3.057 3.954 2.387
H -3.817 -0.648 -2.288
H -6.162 -0.001 -1.861
H -6.711 1.623 -0.061
H -4.884 2.630 1.255
H -2.685 3.022 1.675
H 0.056 4.389 3.883
H 1.439 5.872 5.320
H 3.855 6.128 4.855
H 4.886 4.903 2.972
H 3.496 3.402 1.565
O -2.890 -1.977 2.109
S -1.827 -2.131 1.073
C -0.607 -3.275 1.740
C -0.881 -4.632 1.873
C 0.089 -5.488 2.358
C 1.340 -4.988 2.700
C 1.601 -3.635 2.592
C 0.623 -2.747 2.130
P 1.057 -0.950 2.070
C 2.702 -1.126 1.233
C 2.718 -1.811 0.016
C 3.885 -1.941 -0.718
C 5.061 -1.376 -0.249
C 5.057 -0.684 0.953
C 3.887 -0.557 1.691
C 1.547 -0.552 3.786
C 1.386 -1.434 4.850
C 1.730 -1.044 6.137
C 2.225 0.230 6.378
C 2.378 1.117 5.322
C 2.037 0.728 4.036
C -2.552 -3.203 -0.196
C -3.765 -3.780 0.153
C -4.422 -4.602 -0.747
C -3.860 -4.834 -1.994
C -2.661 -4.232 -2.341
C -1.982 -3.395 -1.459
P -0.409 -2.540 -1.950
C 0.730 -3.965 -2.197
C 0.651 -5.082 -1.369
C 1.609 -6.083 -1.432
C 2.663 -5.983 -2.328
C 2.763 -4.865 -3.145
C 1.815 -3.855 -3.069
C -0.771 -2.032 -3.685
C -0.703 -2.917 -4.763
C -0.951 -2.483 -6.057
C -1.272 -1.155 -6.298
C -1.341 -0.265 -5.237
C -1.087 -0.701 -3.945
H -1.850 -5.015 1.580
H -0.117 -6.546 2.448
H 2.113 -5.657 3.055
H 2.577 -3.255 2.868
H 1.811 -2.272 -0.359
H 3.869 -2.483 -1.655
H 5.977 -1.472 -0.817
H 5.969 -0.236 1.326
H 3.916 -0.016 2.626
H 0.976 -2.421 4.688
H 1.606 -1.743 6.954
H 2.487 0.534 7.383
H 2.757 2.117 5.492
H 2.163 1.427 3.223
H -4.177 -3.560 1.129
H -5.365 -5.059 -0.475
H -4.361 -5.477 -2.706
H -2.257 -4.408 -3.328
H -0.172 -5.181 -0.675
H 1.531 -6.944 -0.779
H 3.402 -6.771 -2.391
H 3.583 -4.776 -3.846
H 1.919 -2.969 -3.684
H -0.428 -3.952 -4.607
H -0.890 -3.188 -6.876
H -1.453 -0.813 -7.309
H -1.584 0.776 -5.405
H -1.131 0.016 -3.136
F 4.008 1.317 -4.989
C 4.100 1.214 -3.671
F 4.799 2.242 -3.197
F 4.736 0.083 -3.370
S 2.436 1.184 -2.880
O 2.688 1.147 -1.458
O 1.741 0.049 -3.423
N 1.892 2.567 -3.422
S 0.878 3.440 -2.611
O 0.109 2.680 -1.622
O 0.132 4.303 -3.461
C 1.910 4.591 -1.574
F 2.996 3.998 -1.097
F 2.283 5.628 -2.319
F 1.172 5.032 -0.556
N -1.359 -0.015 3.496
H -1.326 0.989 3.343
H -1.323 -0.166 4.498
H -2.258 -0.363 3.170
```

Results
LUMO ... -0.257 eV
Frontier orbital gap ... 7.65 eV
HOMO level ... -7.91 eV

(4)
Computed, not measured: 10 unconnected molecules or ions with the total composition C39H58N6O25, with ωB97M-V with the def2-TZVPD basis set.

Geometry as XYZ:
```
128
Properties=species:S:1:pos:R:3
C -31.711 -19.451 16.832
N -30.367 -19.328 17.377
O -29.875 -20.291 17.921
O -29.903 -18.223 17.408
H -32.083 -20.428 17.139
H -31.631 -19.258 15.762
H -32.166 -18.631 17.388
C -28.478 -13.461 15.384
N -29.836 -14.085 15.569
O -30.511 -13.626 16.504
O -30.222 -14.781 14.638
H -27.945 -14.378 15.136
H -28.167 -13.195 16.394
H -28.457 -12.614 14.698
C -29.832 -18.207 12.665
N -30.361 -17.991 11.294
O -31.562 -17.878 11.176
O -29.589 -17.904 10.356
H -28.890 -18.732 12.499
H -30.614 -18.856 13.059
H -29.728 -17.210 13.092
C -28.575 -23.031 10.098
C -29.637 -22.474 9.157
C -30.058 -21.013 9.648
O -30.405 -20.881 11.038
C -31.596 -21.627 11.235
N -29.008 -22.205 7.886
H -29.020 -23.132 11.088
H -27.646 -22.478 10.236
H -28.356 -24.090 9.963
H -30.488 -23.154 9.113
H -30.794 -20.473 9.053
H -29.209 -20.330 9.696
H -32.351 -21.274 10.533
H -31.920 -21.278 12.216
H -31.524 -22.714 11.206
H -29.079 -23.020 7.293
H -28.030 -21.977 8.001
C -36.592 -19.681 10.911
C -35.249 -19.479 11.661
C -34.815 -20.519 12.714
O -35.851 -20.605 13.754
C -35.564 -21.259 15.005
N -34.224 -19.331 10.624
H -36.653 -20.524 10.222
H -36.799 -18.805 10.297
H -37.509 -19.709 11.500
H -35.391 -18.518 12.157
H -33.865 -20.393 13.234
H -34.729 -21.521 12.293
H -36.315 -21.313 15.793
H -34.648 -20.825 15.407
H -35.492 -22.323 14.782
H -33.309 -19.370 11.048
H -34.158 -20.147 10.032
C -26.154 -15.166 18.610
C -26.537 -16.168 17.501
C -25.777 -15.991 16.144
O -26.533 -16.286 15.088
C -27.109 -17.625 14.841
N -26.208 -17.385 18.223
H -26.230 -14.128 18.284
H -25.108 -15.299 18.885
H -26.789 -15.260 19.491
H -27.606 -16.226 17.299
H -24.849 -16.561 16.190
H -25.528 -14.974 15.839
H -28.194 -17.581 14.936
H -26.722 -18.362 15.545
H -26.677 -18.069 13.944
H -26.889 -17.574 18.944
H -26.541 -18.177 17.691
C -25.879 -12.838 10.798
C -26.230 -13.119 9.585
C -27.114 -14.246 9.182
O -27.292 -14.548 8.021
C -27.533 -15.100 10.302
C -27.116 -14.892 11.585
C -26.167 -13.784 11.960
O -25.707 -13.591 13.050
O -27.520 -15.762 12.601
O -25.913 -12.231 8.618
H -25.455 -11.860 10.972
H -28.128 -15.969 10.065
H -26.900 -15.707 13.332
H -26.051 -12.678 7.780
C -29.483 -22.515 15.142
C -29.489 -23.847 14.900
C -28.610 -24.601 13.952
O -28.550 -25.853 13.807
C -27.682 -23.665 13.309
C -27.750 -22.325 13.470
C -28.661 -21.535 14.445
O -28.730 -20.313 14.522
O -26.872 -21.584 12.759
O -30.286 -24.632 15.707
H -30.181 -22.182 15.895
H -27.030 -24.107 12.570
H -27.200 -20.692 12.895
H -30.316 -25.552 15.436
C -35.741 -16.623 8.270
C -36.253 -17.074 7.110
C -35.336 -17.473 6.006
O -35.703 -17.608 4.865
C -33.997 -17.703 6.382
C -33.541 -17.415 7.611
C -34.313 -16.736 8.676
O -33.922 -16.420 9.813
O -32.219 -17.828 7.900
O -37.516 -16.766 6.818
H -36.339 -16.058 8.970
H -33.385 -18.232 5.667
H -32.154 -17.876 8.856
H -37.762 -16.986 5.917
C -31.306 -14.459 9.819
C -30.933 -14.195 11.095
C -30.237 -12.891 11.423
O -30.023 -12.605 12.625
C -29.737 -12.130 10.317
C -30.059 -12.491 9.077
C -30.908 -13.656 8.695
O -31.272 -13.980 7.593
O -29.602 -11.729 7.998
O -31.239 -15.048 12.091
H -31.869 -15.364 9.641
H -29.223 -11.194 10.475
H -29.445 -12.233 7.196
H -30.977 -14.725 12.956
```

Results
LUMO (spin up / spin down) ... -0.019 / -0.019 eV
Multiplicity ... 2
Net charge ... -1
Frontier orbital gap (spin up / spin down) ... 3.20 / 5.35 eV
HOMO level (spin up / spin down) ... -3.22 / -5.36 eV

(5)
Computed, not measured: a single C22H24ClN5O3S molecule, with ωB97M-V with the def2-TZVPD basis set.

Geometry as XYZ:
```
56
Properties=species:S:1:pos:R:3
C -4.899 -0.325 -0.993
N -3.993 -0.403 0.117
C -3.234 -1.473 0.482
N -2.507 -1.179 1.533
N -2.774 0.094 1.867
C -3.657 0.556 1.031
C -4.088 1.985 1.001
C -3.217 2.660 -0.048
C -3.739 3.091 -1.258
C -2.908 3.664 -2.206
C -1.554 3.798 -1.956
C -1.029 3.358 -0.750
C -1.856 2.794 0.201
H -1.457 2.441 1.141
H 0.028 3.455 -0.554
H -0.908 4.240 -2.698
H -3.322 4.002 -3.145
H -4.794 2.976 -1.461
O -5.471 2.076 0.748
H -5.731 3.001 0.808
H -3.845 2.400 1.991
S -3.246 -2.981 -0.376
C -1.969 -3.897 0.552
H -2.139 -3.712 1.611
H -2.138 -4.943 0.304
C -0.563 -3.492 0.104
O 0.072 -4.168 -0.674
N -0.164 -2.330 0.670
C 0.978 -1.577 0.397
C 1.043 -0.287 0.917
C 2.148 0.505 0.689
C 3.237 0.061 -0.070
C 3.123 -1.227 -0.619
C 2.033 -2.040 -0.382
H 1.985 -3.022 -0.823
Cl 4.335 -1.840 -1.697
N 4.338 0.861 -0.352
C 5.672 0.407 -0.004
H 5.718 -0.679 0.000
C 6.072 0.938 1.379
O 6.012 2.347 1.430
C 4.709 2.802 1.143
C 4.247 2.301 -0.233
H 3.230 2.629 -0.448
H 4.917 2.724 -0.991
H 4.757 3.893 1.161
H 4.019 2.457 1.929
H 7.104 0.670 1.610
H 5.404 0.507 2.142
H 6.371 0.793 -0.755
H 2.166 1.493 1.119
H 0.222 0.089 1.510
H -0.849 -1.858 1.271
H -5.687 0.386 -0.752
H -5.326 -1.311 -1.173
H -4.368 0.003 -1.889
```

Results
LUMO ... 0.362 eV
Frontier orbital gap ... 7.77 eV
Energy above the lowest of the compared OMol25 structures with the same formula, charge and spin ... 1.480 eV
HOMO level ... -7.40 eV

(6)
Computed, not measured: 2 unconnected molecules or ions with the total composition C16H24B2F5NO5P, with ωB97M-V with the def2-TZVPD basis set.

Geometry as XYZ:
```
54
Properties=species:S:1:pos:R:3
C -1.229 3.501 1.072
C -2.147 2.324 0.650
C -2.211 1.193 1.734
C -1.129 0.146 1.347
C -1.131 -1.084 2.268
C -0.203 -2.269 1.763
C 0.782 -1.766 0.717
C 1.858 -1.055 1.030
C 2.088 -0.752 2.512
C 3.469 -0.226 2.852
O 4.475 -0.724 2.636
F 3.460 0.956 3.528
C 2.736 -0.571 -0.089
O 3.878 -0.274 0.004
C 2.094 -0.451 -1.474
P 2.851 0.724 -2.661
N 4.065 0.098 -3.462
C 1.044 -1.182 -1.784
B 0.298 -1.198 -3.209
O 0.539 -2.299 -4.014
O -0.551 -0.182 -3.548
C -0.387 0.311 -4.885
C -1.064 -0.574 -5.970
C 0.481 -2.109 -0.715
O -0.163 -3.041 -1.047
H -0.491 3.175 1.817
H -1.799 4.368 1.426
H -0.647 3.845 0.202
H -3.143 2.662 0.341
H -1.675 1.870 -0.239
H -3.207 0.756 1.828
H -1.863 1.645 2.671
H -1.364 -0.195 0.321
H -0.175 0.692 1.330
H -2.153 -1.476 2.309
H -0.782 -0.850 3.280
H -0.821 -3.024 1.261
H 0.305 -2.759 2.600
H 1.978 -1.696 3.059
H 1.298 -0.059 2.824
H 3.254 1.846 -1.884
H 1.794 1.197 -3.475
H 4.162 -0.856 -3.116
H 1.460 -2.322 -4.312
H 0.656 0.510 -5.168
H -0.901 1.282 -4.917
H -1.775 -1.282 -5.534
H -0.270 -1.200 -6.403
H -1.502 0.033 -6.768
B -3.252 0.469 5.462
F -1.909 0.534 5.006
F -3.559 -0.864 5.815
F -3.408 1.307 6.584
F -4.115 0.895 4.424
```

Results
LUMO ... 0.570 eV
Net charge ... -1
Frontier orbital gap ... 7.93 eV
Energy above the lowest of the compared OMol25 structures with the same formula, charge and spin ... 0.607 eV
HOMO level ... -7.36 eV